Entry 1:
Computed, not measured: C4H9FN2 as an isolated structure, with ωB97M-V with the def2-TZVPD basis set.

* frontier orbital gap: 9.31 eV
* DFT total energy: -367.03176 Ha
* relative energy (zero: lowest compared OMol25 entry of this formula, charge and spin): 4.321 eV
* LUMO energy: 0.0325 hartree

Geometry (Å):
C -0.680 -0.171 -0.444
C -1.030 1.401 -0.214
C 0.459 0.072 0.594
C 1.847 -0.753 0.289
H -2.584 -1.095 -0.326
H -1.025 -2.028 -0.024
H -0.211 -0.350 -1.479
H -1.445 2.166 -0.983
H -1.746 1.298 0.632
H 1.005 1.837 -0.081
H 0.095 -0.309 1.470
H 2.557 -0.926 1.262
H 1.572 -1.873 -0.463
N -1.578 -1.143 -0.046
N 0.267 1.584 0.424
F 2.497 0.289 -0.611

Entry 2:
Computed, not measured: an isolated ion of composition C4H9FN3 and charge +1, with ωB97M-V with the def2-TZVPD basis set.

* frontier orbital gap: 8.87 eV
* DFT total energy: -421.61650 Ha
* relative energy (zero: lowest compared OMol25 entry of this formula, charge and spin): 2.137 eV
* SMILES: C=CN(C)/[NH+]=C(\N)F
* LUMO energy: -0.1406 hartree
* total charge: +1

Geometry (Å):
C -0.503 1.744 -0.618
C -1.119 0.743 0.015
C 1.898 -0.185 0.112
C -1.593 -1.649 0.161
N 1.946 0.995 0.674
N 0.597 -0.898 -0.198
N -0.660 -0.543 0.206
F 2.952 -0.821 -0.296
H -0.969 2.710 -0.650
H 0.357 1.611 -1.253
H -2.067 0.906 0.508
H -1.888 -1.884 -0.867
H -1.145 -2.533 0.619
H -2.485 -1.385 0.724
H 2.850 1.446 0.768
H 0.740 -1.826 -0.580
H 1.090 1.569 0.674

Entry 3:
Computed, not measured: a 3-piece molecular cluster, C4H9FN3 overall, with ωB97M-V with the def2-TZVPD basis set.

* frontier orbital gap (spin up / spin down): 7.92 / 7.92 eV
* DFT total energy: -421.50262 Ha
* relative energy (zero: lowest compared OMol25 entry of this formula, charge and spin): 5.235 eV
* LUMO energy (spin up / spin down): -0.1447 / -0.1447 hartree
* total charge: +1

Geometry (Å):
C -0.323 0.918 -0.986
C 0.255 -0.815 0.298
C -2.082 -0.547 -0.201
C 2.749 -0.438 0.012
N -0.749 -0.163 -0.343
N 1.478 -0.223 -0.182
N 1.063 0.910 -0.788
F 0.243 -2.118 0.553
H -1.055 1.610 -1.446
H -1.441 0.973 2.235
H -2.703 -0.154 0.591
H -2.636 -0.234 -1.075
H -1.975 -1.692 -0.028
H -1.213 1.763 2.496
H 3.149 -1.333 0.577
H 3.464 0.178 -0.406
H 1.777 1.364 -1.308

Entry 4:
Computed, not measured: a 2-piece molecular cluster, C4H9FO2S overall, with ωB97M-V with the def2-TZVPD basis set.

* frontier orbital gap: 9.85 eV
* DFT total energy: -806.26485 Ha
* relative energy (zero: lowest compared OMol25 entry of this formula, charge and spin): 1.223 eV
* LUMO energy: 0.0162 hartree

Geometry (Å):
C 0.684 -1.173 0.457
C 1.109 1.218 1.042
C 2.557 0.152 -0.645
C 1.444 0.148 0.377
O -2.699 -0.619 -0.227
O -4.574 0.407 -1.779
F -3.837 1.532 0.411
S -3.370 0.690 -1.025
H 0.106 -1.410 -0.392
H 1.287 -2.008 0.741
H -0.193 -1.165 1.277
H 0.153 1.228 1.607
H 1.927 2.054 0.987
H -3.219 -1.381 -0.040
H 3.608 0.470 -0.384
H 2.724 -0.951 -0.907
H 2.292 0.805 -1.501

Entry 5:
Computed, not measured: the molecule C4H9FOS, with ωB97M-V with the def2-TZVPD basis set.

* frontier orbital gap: 9.16 eV
* DFT total energy: -730.88423 Ha
* relative energy (zero: lowest compared OMol25 entry of this formula, charge and spin): 4.923 eV
* SMILES: C=[SH]1(F)OC1(C)C
* LUMO energy: 0.0135 hartree

Geometry (Å):
C 1.691 -0.279 -1.556
C 0.492 1.453 0.873
C -1.608 -0.348 1.116
C -0.192 0.065 0.573
O 0.688 -1.036 0.720
F -0.772 -0.081 -2.108
S 0.244 -0.749 -0.971
H 2.394 -1.118 -1.442
H 1.497 0.105 -2.706
H 1.562 1.371 0.566
H 0.284 1.559 1.994
H 0.129 2.171 0.188
H -1.623 -1.469 1.126
H -1.695 0.126 2.054
H -2.356 0.025 0.353
H -0.734 -1.794 -0.782

Entry 6:
Computed, not measured: C4H9GaO4 as an isolated structure, with ωB97M-V with the def2-TZVPD basis set.

* frontier orbital gap (spin up / spin down): 8.28 / 7.85 eV
* DFT total energy: -2383.07896 Ha
* LUMO energy (spin up / spin down): -0.2296 / -0.2429 hartree
* multiplicity: 2
* total charge: +1

Geometry (Å):
C -2.807 0.754 0.355
O -2.074 0.008 -0.551
H -3.778 1.046 -0.065
H -2.926 0.140 1.268
H -2.244 1.643 0.689
O 3.221 -1.480 -0.323
O 1.518 1.356 -1.140
C 0.273 1.359 -0.624
C -0.184 -0.135 -0.174
O 1.301 -0.797 0.698
C 2.094 -1.932 0.327
Ga 2.619 0.262 -0.197
H -0.511 1.667 -1.339
H 0.164 1.957 0.303
H -0.089 -0.756 -1.079
H -0.407 -0.024 0.900
H 2.352 -2.470 1.264
H 1.476 -2.598 -0.313

Entry 7:
Computed, not measured: C4H9HgMgO4 as an isolated structure, with ωB97M-V with the def2-TZVPD basis set.

* frontier orbital gap (spin up / spin down): 5.35 / 7.10 eV
* DFT total energy: -812.14816 Ha
* relative energy (zero: lowest compared OMol25 entry of this formula, charge and spin): 1.865 eV
* LUMO energy (spin up / spin down): -0.0076 / -0.0133 hartree
* multiplicity: 2

Geometry (Å):
O 2.108 1.819 1.178
Hg 3.492 0.577 1.466
O 2.487 -0.598 0.274
C 1.847 -1.681 -0.221
O 0.425 -1.407 -0.136
C -0.189 -0.741 -1.243
C -1.410 -0.055 -0.681
O -0.983 0.853 0.338
C -2.023 1.596 0.959
Mg 0.863 0.397 1.089
H 2.078 -2.580 0.374
H 2.066 -1.827 -1.295
H -0.491 -1.465 -2.013
H 0.564 0.030 -1.783
H -2.083 -0.787 -0.208
H -1.933 0.508 -1.466
H -1.552 2.362 1.584
H -2.648 2.075 0.193
H -2.621 0.924 1.591

Entry 8:
Computed, not measured: a 2-piece molecular cluster, C4H9IO3S overall, with ωB97M-V with the def2-TZVPD basis set.

* frontier orbital gap (spin up / spin down): 8.86 / 5.82 eV
* DFT total energy: -1079.25703 Ha
* relative energy (zero: lowest compared OMol25 entry of this formula, charge and spin): 2.193 eV
* LUMO energy (spin up / spin down): -0.0519 / -0.1337 hartree

Geometry (Å):
C 0.125 -2.383 0.814
C 0.584 2.186 -1.303
C -0.705 -1.177 0.452
C 0.099 0.151 0.673
O -0.715 2.593 0.948
O -1.873 1.215 -0.742
O -1.390 -1.347 -0.711
S -0.620 1.641 -0.088
I 3.958 -0.146 -0.306
H -0.167 -3.233 0.150
H 1.243 -2.167 0.915
H -0.266 -2.601 1.782
H 1.485 1.660 -1.045
H 0.362 1.779 -2.367
H 0.610 3.174 -1.142
H -1.419 -1.098 1.240
H 0.414 0.232 1.730
H -1.726 -0.479 -1.001

Entry 9:
Computed, not measured: C4H9MnO3 as an isolated structure, with ωB97M-V with the def2-TZVPD basis set.

* frontier orbital gap (spin up / spin down): 6.26 / 7.04 eV
* DFT total energy: -1534.05579 Ha
* LUMO energy (spin up / spin down): -0.0481 / -0.0583 hartree
* multiplicity: 7

Geometry (Å):
C -1.404 1.426 1.883
O -1.227 0.834 0.646
H -2.457 1.398 2.208
H -0.717 1.003 2.635
H -1.097 2.493 1.764
O 0.352 0.646 -2.159
C -0.299 -0.628 -2.186
C -0.130 -1.568 -0.840
O 0.794 -1.677 0.321
C 1.765 -0.544 0.541
Mn 1.442 1.233 -0.709
H 0.388 -1.170 -2.876
H -1.402 -0.564 -2.237
H -1.149 -0.543 0.113
H 0.741 -1.024 -1.021
H 2.746 -0.986 0.297
H 1.653 -0.329 1.620

Entry 10:
Computed, not measured: an isolated ion of composition C4H9N and charge -1, with ωB97M-V with the def2-TZVPD basis set.

* frontier orbital gap (spin up / spin down): 4.87 / 4.30 eV
* DFT total energy: -212.31647 Ha
* relative energy (zero: lowest compared OMol25 entry of this formula, charge and spin): 4.762 eV
* LUMO energy (spin up / spin down): 0.1615 / 0.1543 hartree
* multiplicity: 2
* total charge: -1

Geometry (Å):
C 1.629 0.619 -1.303
C 1.329 -0.303 -0.194
C 0.280 0.146 0.886
N -0.972 0.671 0.450
C -2.088 -0.387 0.639
H 1.449 0.310 -2.396
H 1.814 1.662 -1.175
H 1.216 -1.328 -0.510
H 2.430 0.083 -0.110
H 0.272 -0.066 1.955
H -0.492 0.488 -0.443
H -1.997 -0.703 1.704
H -3.089 0.030 0.511
H -1.782 -1.223 -0.014

Entry 11:
Computed, not measured: the molecule C4H9N, with ωB97M-V with the def2-TZVPD basis set.

* frontier orbital gap: 10.08 eV
* DFT total energy: -212.50622 Ha
* relative energy (zero: lowest compared OMol25 entry of this formula, charge and spin): 1.223 eV
* SMILES: C/C=C/CN
* LUMO energy: 0.0429 hartree

Geometry (Å):
N -1.997 -0.688 0.234
C -0.748 -1.147 0.846
C 1.653 1.090 -1.089
C 0.419 0.523 -0.481
C 0.381 -0.184 0.657
H -2.753 -1.160 0.718
H -2.152 0.310 0.448
H -0.380 -2.012 0.234
H -0.932 -1.340 1.944
H 2.302 1.600 -0.374
H 2.220 0.447 -1.759
H 1.354 1.969 -1.724
H -0.442 0.671 -1.138
H 1.074 -0.080 1.485

Entry 12:
Computed, not measured: the molecule C4H9N, with ωB97M-V with the def2-TZVPD basis set.

* frontier orbital gap: 9.77 eV
* DFT total energy: -212.49850 Ha
* relative energy (zero: lowest compared OMol25 entry of this formula, charge and spin): 1.433 eV
* SMILES: [H]/N=C(/C)CC
* LUMO energy: 0.0321 hartree

Geometry (Å):
C -0.809 0.544 -0.395
C 1.336 -0.914 -0.511
C -1.474 -0.248 0.699
C 0.681 0.362 -0.024
N 1.428 1.416 0.150
H 0.970 2.123 0.732
H -1.020 0.143 -1.389
H -1.064 1.603 -0.309
H 0.597 -1.698 -0.688
H 2.055 -1.253 0.239
H 1.856 -0.725 -1.453
H -2.439 0.164 0.998
H -1.557 -1.310 0.457
H -0.560 -0.207 1.493

Entry 13:
Computed, not measured: the molecule C4H9N, with ωB97M-V with the def2-TZVPD basis set.

* frontier orbital gap: 10.17 eV
* DFT total energy: -212.50230 Ha
* relative energy (zero: lowest compared OMol25 entry of this formula, charge and spin): 1.330 eV
* SMILES: NC1CCC1
* LUMO energy: 0.0455 hartree

Geometry (Å):
C -0.481 -0.075 0.450
C 0.536 -1.087 -0.059
C 1.516 0.048 -0.123
C 0.419 1.156 0.016
H -1.687 0.319 -1.170
H -2.532 0.337 0.431
H -0.620 -0.288 1.526
H 0.680 -1.938 0.559
H 0.207 -1.590 -0.986
H 2.103 0.117 -1.043
H 2.296 0.077 0.769
H 0.038 1.459 -1.021
H 0.449 2.017 0.658
N -1.839 -0.109 -0.204

Entry 14:
Computed, not measured: the molecule C4H9N, with ωB97M-V with the def2-TZVPD basis set.

* frontier orbital gap: 10.60 eV
* DFT total energy: -212.52539 Ha
* relative energy (zero: lowest compared OMol25 entry of this formula, charge and spin): 0.702 eV
* SMILES: NC1CCC1
* LUMO energy: 0.0465 hartree

Geometry (Å):
C 0.529 -0.427 0.000
C 0.325 1.113 0.091
C -0.966 0.876 0.889
C -0.968 -0.584 0.430
H 0.480 -0.600 -2.026
H 1.036 -1.944 -1.299
H 1.216 -0.743 0.825
H 1.174 1.661 0.558
H 0.139 1.499 -0.916
H -1.757 1.566 0.559
H -0.832 1.005 1.944
H -1.484 -0.715 -0.499
H -1.234 -1.336 1.189
N 1.106 -0.894 -1.257

Entry 15:
Computed, not measured: the molecule C4H9N, with ωB97M-V with the def2-TZVPD basis set.

* frontier orbital gap: 8.01 eV
* DFT total energy: -212.44736 Ha
* relative energy (zero: lowest compared OMol25 entry of this formula, charge and spin): 2.825 eV
* LUMO energy: 0.0390 hartree

Geometry (Å):
C 0.048 0.494 -0.973
C 0.567 1.631 -0.125
N 0.483 -0.815 -0.777
C 0.021 -1.532 0.254
C -0.902 -0.843 1.110
H 0.828 -1.329 -1.577
H 0.046 0.743 -2.031
H -1.195 0.047 0.221
H 0.101 -2.607 0.191
H -0.069 2.507 -0.279
H 0.560 1.423 0.947
H 1.587 1.914 -0.404
H -0.474 -0.131 1.817
H -1.599 -1.502 1.625

Entry 16:
Computed, not measured: the molecule C4H9N, with ωB97M-V with the def2-TZVPD basis set.

* frontier orbital gap: 9.01 eV
* DFT total energy: -212.51358 Ha
* relative energy (zero: lowest compared OMol25 entry of this formula, charge and spin): 1.023 eV
* SMILES: C=CNCC
* LUMO energy: 0.0408 hartree

Geometry (Å):
C 1.397 -0.385 -2.105
C 0.621 -0.025 -1.082
N -0.149 -0.845 -0.284
C -0.972 -0.413 0.847
C -0.623 0.958 1.428
H 2.113 0.350 -2.423
H 1.402 -1.405 -2.467
H 0.590 1.027 -0.804
H 0.326 -1.706 -0.068
H -0.918 -1.212 1.580
H -1.998 -0.321 0.485
H 0.359 1.357 1.213
H -0.766 0.954 2.504
H -1.382 1.665 1.177